Entry from the OMol25 dataset: a 2-piece molecular cluster, C8H10NO3 overall at a distorted geometry (ωB97M-V/def2-TZVPD).

The value obtained for the molar mass is 168.172 Da. The value obtained for the total energy is -591.31562 a.u. Its HOMO-LUMO gap is 8.56 eV. As for the energy above the lowest of the compared OMol25 structures with the same formula, charge and spin: 0.854 eV. Its max |F| is 4.5 eV Å⁻¹. The charge is -1.

Geometry (Å):
C (-0.802, -0.434, -0.469)
C (-0.298, -0.414, -1.576)
C (2.281, -1.508, 0.193)
C (2.821, 0.976, 0.735)
C (0.553, -0.555, -2.740)
C (-0.649, 0.538, 1.753)
C (-2.937, 0.471, 0.437)
C (-1.545, -0.180, 0.705)
N (2.151, -0.403, 0.616)
O (2.320, -2.656, -0.046)
O (2.483, 1.454, 1.809)
O (3.579, 1.220, -0.214)
H (0.103, -0.363, -3.699)
H (1.128, -1.478, -2.784)
H (1.247, 0.247, -2.713)
H (0.383, 0.140, 1.523)
H (-1.085, 0.478, 2.672)
H (-0.591, 1.561, 1.486)
H (-2.554, 1.406, -0.087)
H (-3.319, 0.808, 1.419)
H (-3.453, -0.161, -0.231)
H (-1.815, -1.146, 1.213)